[1]
{
  "formula": "C34H86LiN7O14",
  "method": "ωB97M-V/def2-TZVPD",
  "species": ["Li", "N", "O", "O", "O", "C", "C", "C", "O", "C", "N", "H", "H", "H", "H", "H", "H", "H", "H", "H", "H", "H", "C", "O", "C", "C", "N", "C", "C", "O", "C", "H", "H", "H", "H", "H", "H", "H", "H", "H", "H", "H", "H", "H", "H", "H", "C", "O", "C", "C", "N", "C", "C", "O", "C", "H", "H", "H", "H", "H", "H", "H", "H", "H", "H", "H", "H", "H", "H", "H", "C", "O", "C", "C", "N", "C", "C", "O", "C", "H", "H", "H", "H", "H", "H", "H", "H", "H", "H", "H", "H", "H", "H", "H", "C", "O", "C", "C", "N", "C", "C", "O", "C", "H", "H", "H", "H", "H", "H", "H", "H", "H", "H", "H", "H", "H", "H", "H", "C", "O", "C", "C", "N", "C", "C", "O", "C", "H", "H", "H", "H", "H", "H", "H", "H", "H", "H", "H", "H", "H", "H", "H"],
  "coordinates": [[0.2560, 2.1653, -1.4441], [-0.3954, 0.0480, -0.1016], [-1.4477, -0.1354, -0.5758], [0.0246, -0.8085, 0.6329], [0.2075, 1.0865, -0.3298], [-3.2908, 1.9819, -1.3173], [-1.9393, 2.5916, -1.6624], [-1.1758, 3.1993, -0.4446], [0.0745, 3.7305, -0.9476], [0.6953, 4.4827, 0.0795], [-1.1403, 1.5225, -2.3108], [-3.2427, 1.1155, -0.6576], [-3.8052, 1.4707, -2.1310], [-3.9541, 2.6702, -0.7936], [-2.1252, 3.3808, -2.3909], [-1.0515, 2.4527, 0.3398], [-1.7500, 3.9940, 0.0315], [0.1995, 5.4429, 0.2216], [1.7411, 4.7054, -0.1325], [0.6271, 3.9524, 1.0294], [-1.3796, 0.6760, -1.8145], [-1.5522, 1.3317, -3.2130], [2.2119, 1.9882, 1.3707], [1.7477, 2.3586, 0.0688], [2.8316, 2.2141, -0.8588], [2.3844, 2.5579, -2.3239], [1.2456, 1.7861, -2.8186], [0.7257, 2.2741, -4.0574], [0.0485, 3.6431, -3.9790], [0.3372, 4.4723, -5.1019], [1.5536, 5.2658, -4.9339], [2.5388, 0.9484, 1.3809], [1.3694, 2.0505, 2.0594], [2.9968, 2.6769, 1.6833], [3.2599, 1.2122, -0.8323], [3.6145, 2.9171, -0.5743], [3.2883, 2.4750, -2.9274], [2.2190, 3.6313, -2.2319], [1.6231, 0.9423, -3.2257], [0.0036, 1.5503, -4.4352], [1.4601, 2.3162, -4.8617], [0.0563, 4.0626, -2.9730], [-1.0147, 3.4035, -3.9938], [2.3343, 4.5578, -4.6556], [1.4303, 6.1059, -4.2504], [1.8574, 5.6533, -5.9063], [5.5556, 0.1789, 7.1943], [4.9439, -0.3159, 5.9632], [5.7282, -1.3699, 5.4041], [5.0150, -1.8710, 4.0694], [3.7976, -2.6629, 4.3392], [3.2026, -3.3036, 3.1788], [2.3799, -2.2595, 2.3780], [1.4008, -1.7867, 3.2859], [0.3611, -1.0603, 2.5950], [5.4984, -0.5165, 8.0317], [5.0894, 1.0821, 7.5882], [6.6192, 0.4166, 7.1747], [5.8361, -2.1666, 6.1402], [6.6982, -0.9563, 5.1283], [5.6767, -2.4522, 3.4272], [4.8523, -0.9501, 3.5093], [3.1009, -2.0150, 4.6785], [2.4864, -4.1020, 3.3730], [3.9592, -3.6464, 2.4731], [2.0710, -2.5598, 1.3767], [3.0440, -1.4191, 2.1761], [-0.0694, -1.6627, 1.7951], [0.7105, -0.1838, 2.0492], [-0.3642, -0.7449, 3.3450], [-3.0468, 0.0769, 5.9136], [-2.7666, -0.1069, 4.5945], [-1.7596, -1.0899, 4.2305], [-1.5964, -1.1623, 2.6665], [-2.7130, -1.8809, 2.0918], [-2.7818, -1.6679, 0.6289], [-3.9965, -2.4878, 0.1489], [-5.1510, -1.8077, 0.3559], [-5.4313, -0.7409, -0.5274], [-3.9964, 0.6040, 6.0055], [-2.2502, 0.6242, 6.4177], [-3.1972, -0.8576, 6.4542], [-2.1464, -2.0444, 4.5875], [-0.7917, -0.8350, 4.6624], [-0.7110, -1.7742, 2.4938], [-1.5063, -0.1411, 2.2963], [-3.5106, -1.5977, 2.6428], [-1.9450, -2.1201, 0.0966], [-2.8708, -0.6221, 0.3345], [-4.0031, -3.4373, 0.6841], [-3.9413, -2.8441, -0.8797], [-6.5078, -0.5932, -0.6146], [-4.9599, -0.8897, -1.4988], [-5.0838, 0.2263, -0.1641], [0.5966, -0.7661, -4.4010], [-0.8044, -1.0234, -4.2919], [-1.3289, -1.7197, -3.1601], [-2.8290, -1.7594, -3.0903], [-3.4198, -0.4786, -2.7361], [-4.8745, -0.4125, -2.9860], [-5.5242, 0.9350, -2.7525], [-5.7080, 0.9908, -1.3406], [-6.5402, 2.0894, -0.8357], [0.9795, -0.1305, -3.6025], [0.8034, -0.4054, -5.4086], [1.1345, -1.7059, -4.2769], [-0.9792, -1.1986, -2.2688], [-0.8879, -2.7152, -3.1083], [-3.1519, -2.4297, -2.2938], [-3.1902, -2.0768, -4.0685], [-3.2096, -0.2747, -1.7694], [-5.3949, -1.2342, -2.4939], [-5.0898, -0.5529, -4.0452], [-6.5417, 0.9706, -3.1417], [-4.9752, 1.7920, -3.1427], [-6.4596, 2.0848, 0.2513], [-7.6111, 1.9218, -0.9507], [-6.0849, 3.0067, -1.2090], [0.2272, -5.1527, -1.2080], [0.9972, -4.0050, -1.4485], [0.2366, -2.7964, -1.4107], [1.0967, -1.7084, -1.9687], [2.3929, -1.6302, -1.3147], [2.3022, -0.9493, -0.0879], [3.7140, -0.6120, 0.5035], [4.3733, -1.8355, 0.7618], [5.6488, -1.6125, 1.3331], [-0.5196, -5.2801, -1.9916], [-0.2219, -5.0695, -0.2183], [0.8419, -6.0528, -1.2045], [0.0581, -2.6157, -0.3507], [-0.6552, -2.7295, -2.0339], [0.5008, -0.7964, -2.0045], [1.2846, -1.9546, -3.0137], [2.8335, -2.5248, -1.1545], [1.7432, -1.5516, 0.6282], [1.7913, -0.0043, -0.2728], [3.6641, 0.0098, 1.3974], [4.2681, -0.0216, -0.2262], [6.2576, -0.9152, 0.7574], [6.1984, -2.5534, 1.3612], [5.4296, -1.1693, 2.3045]],
  "lowdin_charge": [0.44, -0.46, -0.07, -0.15, -0.11, -0.04, -0.29, -0.13, -0.27, -0.07, -0.01, 0.07, 0.04, 0.10, 0.13, 0.13, 0.14, 0.10, 0.11, 0.10, 0.00, 0.10, -0.05, -0.35, -0.15, -0.14, -0.13, -0.21, -0.20, -0.17, -0.07, 0.05, 0.11, 0.11, 0.09, 0.13, 0.13, 0.11, 0.08, 0.10, 0.13, 0.11, 0.10, 0.07, 0.09, 0.08, -0.10, -0.19, -0.19, -0.19, -0.02, -0.16, -0.21, -0.08, -0.20, 0.08, 0.08, 0.08, 0.12, 0.11, 0.10, 0.08, 0.10, 0.12, 0.11, 0.11, 0.08, 0.09, 0.12, 0.04, -0.16, -0.18, -0.12, -0.31, 0.01, -0.16, -0.24, -0.13, -0.14, 0.09, 0.08, 0.08, 0.14, 0.13, 0.02, 0.15, 0.11, 0.11, 0.10, 0.12, 0.09, 0.14, 0.02, 0.10, -0.10, -0.11, -0.23, -0.13, -0.03, -0.22, -0.18, -0.43, -0.02, 0.04, 0.12, 0.09, 0.08, 0.12, 0.10, 0.14, 0.06, 0.12, 0.14, 0.14, 0.13, 0.09, 0.09, 0.09, -0.10, -0.16, -0.22, -0.21, 0.03, -0.23, -0.21, -0.20, -0.11, 0.09, 0.09, 0.09, 0.12, 0.04, 0.10, 0.08, 0.12, 0.06, 0.10, 0.10, 0.11, 0.10, 0.11, 0.03],
  "gap_ev": 6.73,
  "total_charge": 0,
  "homo_energy_ha": -0.2424
}

[2]
{
  "formula": "CH8N3O3P",
  "method": "ωB97M-V/def2-TZVPD",
  "species": ["C", "N", "N", "N", "O", "O", "O", "P", "H", "H", "H", "H", "H", "H", "H", "H"],
  "coordinates": [[-0.5253, 1.8130, -0.4760], [2.8262, -0.8124, -0.2061], [-1.1829, -1.4748, -0.0073], [1.9353, 0.1262, -0.5082], [0.3383, 0.3663, 1.6761], [-1.3961, 1.9038, 0.5780], [-2.4759, -1.4442, -0.5253], [0.5061, 0.3400, 0.1474], [-1.0944, 1.5895, -1.3603], [0.1065, 2.7167, -0.5262], [3.0012, -1.0505, 0.7908], [3.5835, -0.7394, -0.8827], [-0.6527, -2.0532, -0.6079], [-1.2755, -2.1842, 0.8443], [-2.7594, -0.5675, -0.2871], [-0.9348, 1.4707, 1.3504]],
  "mulliken_spin": [0.10, 0.42, 0.13, 0.59, 0.13, -0.01, 0.02, 0.67, -0.01, 0.01, 0.00, -0.02, -0.06, 0.01, 0.00, 0.01],
  "gap_ev": [6.53, 8.00],
  "multiplicity": 3,
  "total_charge": 0,
  "homo_energy_ha": [-0.2130, -0.3528],
  "s2": 2.01,
  "e_above_lowest_kcal_mol": 2.7
}

| no. | E_tot (a.u.) |
| --- | --- |
| 1 | -2789.84833 |
| 2 | -774.02902 |